No. 1
The following is a DFT calculation (ωB97M-V/def2-TZVPD) of a cluster of 2 separate species, C4H9NO2 in total.

Properties
Energy relative to the best compared isomer or geometry (same formula, charge and spin)   139.59 kcal/mol
LUMO (spin up / spin down)   -0.5 / -0.5 eV
Gap between HOMO and LUMO (spin up / spin down)   6.61 / 6.63 eV

Atoms and positions in Å:
O -0.435 0.974 -1.039
O 0.131 0.950 1.165
N 1.217 -0.416 -0.354
C 1.415 -1.347 0.549
C -0.507 2.408 -0.911
C 0.050 0.393 0.095
C -0.986 -1.655 0.578
H 1.178 -1.072 1.569
H -1.316 2.713 -0.246
H -1.515 -2.031 -0.311
H -0.624 -2.561 1.088
H -0.671 2.814 -1.912
H 0.435 2.801 -0.509
H 2.061 -2.195 0.319
H 1.267 -0.583 -1.347
H -1.702 -1.193 1.266


No. 2
The following is a DFT calculation (ωB97M-V/def2-TZVPD) of the molecule C3H4BrN.

Properties
Energy relative to the best compared isomer or geometry (same formula, charge and spin)   75.25 kcal/mol
<S²>   2.005
Multiplicity   3
LUMO (spin up / spin down)   0.9 / -2.8 eV
Gap between HOMO and LUMO (spin up / spin down)   5.58 / 6.72 eV

Atoms and positions in Å:
Br -3.735 0.171 0.088
N 1.190 0.778 -0.208
C 0.498 -0.530 -0.034
C -0.874 -0.403 -0.091
C -1.984 -0.004 0.048
H 2.137 0.660 -0.437
H 1.142 1.428 0.643
H 0.922 -1.032 0.821
H 0.703 -1.069 -0.832


No. 3
The following is a DFT calculation (ωB97M-V/def2-TZVPD) of a structure of composition C21H15F26N2O5PS3.

Properties
LUMO   -1.8 eV
Gap between HOMO and LUMO   7.18 eV

Atoms and positions in Å:
S 0.302 3.760 3.061
S -5.377 -1.546 2.381
S 0.692 0.495 2.032
P -1.255 3.388 1.965
F -2.932 2.294 -4.341
F 1.702 2.263 -2.156
F -0.467 -4.121 4.132
F -2.835 0.180 -2.632
F -2.028 0.970 -8.758
F -0.697 -6.544 7.931
F -4.407 0.979 -6.157
F 7.742 3.106 -3.526
F -0.332 -1.405 4.384
F -4.479 -0.162 -8.007
F -1.028 2.103 -3.321
F 2.412 1.718 -4.759
F -4.048 2.669 2.218
F 1.543 -3.409 3.809
F 7.170 2.623 -0.825
F 6.119 1.346 -2.209
F 1.343 0.946 3.403
F -2.988 -5.074 7.760
F -2.903 -0.566 -4.667
F -0.579 -2.251 6.372
F 3.120 3.679 -2.985
F 4.482 1.448 -4.174
F -0.369 -4.398 7.998
F -2.333 -4.153 5.911
F 5.684 3.743 -3.819
F -1.934 -0.308 -7.023
O 1.110 -4.424 5.703
O 1.114 -0.861 1.862
O 1.080 1.312 0.928
O -1.812 1.920 -6.793
O 5.038 3.008 -1.161
N -3.836 -2.018 2.315
N -5.254 0.099 2.334
C 2.995 2.403 -2.557
C 0.590 -3.556 4.751
C 3.863 2.204 -1.297
C -3.302 1.555 2.204
C 6.647 3.586 -2.891
C -1.814 1.538 -4.277
C -1.049 1.661 -5.612
C -3.928 0.259 2.280
C 3.223 1.416 -3.708
C -1.645 -0.787 2.188
C -1.936 1.676 2.110
C -2.416 0.867 -7.468
C -3.071 -0.906 2.263
C -0.724 -5.409 7.176
C 6.217 2.619 -1.782
C -3.947 0.937 -7.422
C -2.140 0.118 -3.797
C -2.169 -5.236 6.693
C 0.267 -2.174 5.329
C -1.098 0.470 2.119
C 0.361 -5.577 6.092
H 1.176 -1.673 5.668
H -0.011 -6.123 5.224
H -2.288 4.274 2.368
H -1.018 -1.679 2.163
H 3.236 2.520 -0.463
H -0.423 2.548 -5.512
H 6.881 4.567 -2.474
H -4.306 1.825 -7.945
H -1.223 -0.447 -3.614
H 1.112 -6.231 6.535
H 4.072 1.151 -1.106
H 2.991 0.393 -3.397
H -0.345 0.840 -5.759
H -1.036 3.686 0.590
H -2.502 -6.120 6.143


No. 4
The following is a DFT calculation (ωB97M-V/def2-TZVPD) of a cluster of 10 separate species, H18NO12 in total.

Properties
Energy relative to the best compared isomer or geometry (same formula, charge and spin)   84.84 kcal/mol
Total charge   -1
LUMO   3.0 eV
Gap between HOMO and LUMO   10.38 eV

Atoms and positions in Å:
O 20.047 37.813 11.693
O 15.854 40.561 10.483
O 20.438 42.050 9.251
O 16.033 38.962 8.125
O 18.692 39.652 7.647
O 20.541 39.181 10.044
O 22.319 36.384 12.756
O 22.750 40.730 9.749
O 19.901 35.205 9.560
O 17.569 36.042 11.455
O 20.044 39.403 13.792
O 18.464 38.490 10.367
N 19.710 38.407 10.674
H 19.609 34.866 8.703
H 19.133 39.434 8.370
H 21.264 42.649 9.380
H 16.100 38.051 8.469
H 15.966 39.882 9.823
H 21.070 41.192 9.087
H 20.156 38.969 12.932
H 23.349 40.134 9.238
H 16.865 39.157 8.068
H 19.732 40.260 13.571
H 19.358 35.918 10.156
H 19.192 40.304 7.133
H 18.038 36.221 12.305
H 16.013 40.385 11.327
H 22.574 35.468 12.640
H 22.098 40.073 10.187
H 21.439 36.497 12.642
H 17.864 36.940 11.096


No. 5
The following is a DFT calculation (ωB97M-V/def2-TZVPD) of a cluster of 12 separate species, C40H98N2O36P8S2 in total.

Properties
<S²>   0.761
Multiplicity   2
Total charge   +1
LUMO (spin up / spin down)   -3.0 / -7.1 eV
Gap between HOMO and LUMO (spin up / spin down)   7.96 / 3.78 eV

Atoms and positions in Å:
S 2.464 4.569 -0.635
S 4.964 1.408 -1.918
P 0.750 2.049 -6.689
P -2.950 -6.068 -2.613
P -5.453 -0.159 4.832
P -3.587 -1.132 -4.859
P -0.260 3.703 3.474
P 0.228 -1.781 6.116
P 4.717 -0.363 4.358
P 2.714 -3.983 -1.025
O 0.112 2.436 4.184
O -0.718 1.464 -6.397
O 1.596 -2.641 5.771
O 3.822 -0.210 5.725
O -2.711 -6.261 -1.035
O 6.121 0.070 4.507
O -6.229 0.235 6.042
O 1.716 0.816 -6.290
O 5.442 2.772 -1.928
O 2.041 3.167 -0.708
O -1.552 3.552 2.462
O -6.235 0.045 3.401
O -2.967 -7.326 -3.421
O 3.961 0.978 -2.904
O 1.011 3.053 -5.464
O 1.992 -3.196 -2.314
O -4.062 0.585 4.591
O 1.008 2.640 -8.088
O -4.977 -1.717 4.828
O 0.889 4.260 2.471
O 2.523 -2.851 0.167
O 3.960 0.427 3.170
O 4.367 -3.890 -1.348
O -1.776 -5.022 -3.017
O -0.597 4.982 4.455
O -4.245 -5.119 -2.598
O -0.299 -1.221 4.695
O 4.473 -1.909 4.038
O -4.245 0.271 -5.295
O 3.634 4.875 0.228
O -2.234 -1.235 -5.684
O 0.838 -0.422 6.825
O -4.490 -2.286 -5.502
O -0.783 -2.534 6.922
O -3.320 -1.215 -3.373
O 2.150 -5.350 -0.732
N -2.179 2.807 -2.076
N 0.367 0.948 -0.640
C -2.559 4.881 -2.628
C 6.442 0.206 -1.770
C -1.761 1.691 -7.366
C -3.328 0.897 5.749
C -3.099 4.085 -3.585
C 0.991 5.650 -0.244
C 4.315 -0.876 6.921
C 2.700 -0.105 2.745
C 1.265 -2.231 0.378
C -1.427 -1.799 3.971
C -1.450 -2.406 -5.602
C -4.639 -2.221 -6.964
C 1.883 6.587 -2.354
C -1.511 -3.965 -2.128
C 0.538 2.731 -4.121
C -2.018 4.077 -1.632
C 1.503 -0.394 -7.057
C -1.600 -7.015 -0.531
C 5.197 -4.410 -0.379
C 2.425 -2.032 -2.976
C -5.569 -5.685 -2.516
C -5.679 -0.251 2.130
C -1.035 4.811 5.766
C 1.486 -3.628 4.784
C -4.598 -2.458 5.967
C 4.401 0.882 -0.176
C -0.484 0.250 -1.428
C 0.644 6.487 -1.444
C 0.032 0.636 7.331
C -2.855 2.763 -3.265
C -1.370 0.211 0.676
C 5.471 -0.108 0.395
C 2.661 5.315 -2.277
C -2.717 2.974 2.954
C -5.391 0.695 -4.626
C -0.212 0.986 0.600
C -1.559 -0.272 -0.655
C 5.941 -0.908 -0.856
C 5.406 -2.609 3.210
C 2.185 4.547 2.984
H 2.323 -0.924 3.358
H -4.775 -1.828 6.838
H -2.939 3.368 3.946
H -3.522 3.251 2.273
H 6.727 -1.601 -0.555
H -1.428 5.788 6.048
H 1.770 -1.307 -6.524
H -5.577 -1.694 -7.140
H 0.341 3.659 -3.584
H 0.313 1.584 1.330
H -4.035 1.531 6.285
H -3.606 -2.880 5.805
H 2.016 4.774 -2.970
H 0.373 7.507 -1.172
H -3.161 0.001 6.348
H -1.046 0.494 7.259
H 5.943 -5.090 -0.791
H 4.515 1.735 0.493
H 0.340 1.478 6.711
H 3.509 -1.583 7.120
H -0.830 -6.292 -0.260
H -2.076 0.139 1.489
H 0.457 -0.544 -7.324
H 7.197 0.794 -1.248
H -1.498 -3.006 -2.648
H 0.168 5.114 0.230
H 1.432 -4.636 5.196
H 2.713 -0.281 1.669
H -1.215 -1.891 2.906
H -4.751 -0.811 2.243
H -1.895 1.967 -1.593
H -2.311 -1.162 4.000
H 3.322 0.722 -0.160
H 0.120 0.817 8.402
H -1.176 -7.815 -1.138
H -2.456 2.424 -6.955
H 2.532 -3.589 4.478
H 6.276 0.419 0.906
H -0.150 4.623 6.374
H 1.653 6.795 -3.399
H -6.165 -4.992 -3.109
H 6.154 -2.025 2.674
H 3.718 5.330 -2.544
H -5.568 -6.610 -3.093
H 4.956 -3.093 2.343
H 2.471 -2.140 -4.059
H 6.015 -3.353 3.724
H 1.662 -1.271 -2.810
H 4.410 -0.131 7.711
H 0.757 -3.435 3.996
H -5.563 0.327 -3.614
H 2.047 0.745 2.942
H -2.096 -3.895 -1.211
H -3.773 -1.756 -7.435
H 6.724 -0.137 -2.765
H 5.060 -0.756 1.170
H 2.883 3.775 2.659
H -1.347 -2.881 -6.578
H -1.821 4.113 6.053
H 1.314 6.268 0.594
H 1.102 -2.279 1.455
H -2.382 -0.883 -0.997
H -1.675 -2.794 4.340
H -5.428 1.777 -4.498
H 3.409 -1.741 -2.609
H -1.540 4.229 -0.676
H 0.445 -2.535 -0.273
H -2.370 1.409 5.663
H 2.548 5.516 2.643
H 1.140 1.545 -0.899
H -3.063 1.800 -3.709
H -6.199 0.379 -5.286
H -0.430 -2.208 -5.272
H 4.726 -4.738 0.547
H 2.040 4.513 4.064
H -0.214 0.022 -2.448
H 5.211 -1.496 6.892
H -1.901 -7.495 0.400
H -6.339 -0.912 1.569
H 2.385 7.434 -1.885
H 5.714 -3.529 0.001
H -3.623 4.429 -4.465
H -4.668 -3.254 -7.310
H -2.380 0.798 -7.447
H 2.038 -0.368 -8.006
H -5.437 0.676 1.611
H -1.457 2.089 -8.335
H -1.912 -3.231 -5.061
H -0.431 2.233 -4.106
H 5.176 -1.535 -1.313
H -0.512 -4.115 -1.718
H -5.220 -3.346 6.080
H -2.602 5.960 -2.626
H -2.685 1.884 2.935
H 1.453 -1.172 0.198
H 1.258 2.212 -3.489
H -6.023 -5.750 -1.527
H -0.201 6.126 -2.031


No. 6
The following is a DFT calculation (ωB97M-V/def2-TZVPD) of a structure of composition C2H5O3Tm.

Properties
<S²>   3.756
Multiplicity   4
Total charge   +3
LUMO (spin up / spin down)   -16.3 / -18.4 eV
Gap between HOMO and LUMO (spin up / spin down)   8.21 / 6.32 eV

Atoms and positions in Å:
Tm -2.801 -0.310 0.112
O -1.350 1.424 0.853
O -0.284 1.216 1.565
O -1.262 -1.314 -1.289
C -0.017 -1.385 -1.413
C 0.977 1.112 0.993
H 1.181 0.287 0.006
H 1.541 0.482 1.694
H 1.159 2.078 0.517
H 0.352 -1.645 -2.423
H 0.504 -1.944 -0.615


No. 7
The following is a DFT calculation (ωB97M-V/def2-TZVPD) of the molecule C2H2N4S.

Properties
Energy relative to the best compared isomer or geometry (same formula, charge and spin)   54.10 kcal/mol
SMILES   Sc1cnnnn1
LUMO   -1.2 eV
Gap between HOMO and LUMO   8.66 eV

Atoms and positions in Å:
S -1.973 1.273 0.377
N 0.288 0.560 -1.076
N 1.354 -1.478 -0.747
N 0.800 -1.618 0.391
N 1.259 -0.316 -1.406
C -0.372 0.511 0.029
C 0.177 -0.476 1.005
H -1.463 2.236 -0.551
H -0.071 -0.691 1.978


No. 8
The following is a DFT calculation (ωB97M-V/def2-TZVPD) of a structure of composition C34H61CsN5O6SSi3.

Properties
Energy relative to the best compared isomer or geometry (same formula, charge and spin)   35.03 kcal/mol
Total charge   -1
LUMO   1.9 eV
Gap between HOMO and LUMO   6.34 eV

Atoms and positions in Å:
Cs -0.753 -0.142 0.088
S 3.563 3.231 -1.808
Si 1.516 -3.421 -0.610
Si 2.764 -1.644 -2.838
Si -0.219 -1.998 -2.672
O -2.742 -0.893 1.497
O 1.789 -1.356 3.507
O -8.981 1.414 -0.859
O -8.776 -0.113 0.650
O -2.803 1.049 -0.624
O -1.463 -1.991 -1.516
N -1.866 2.625 2.680
N 3.251 0.932 -0.389
N 1.348 2.133 -1.008
N -8.300 0.660 -0.173
N 1.071 2.985 2.598
C -4.944 1.764 -1.283
C 0.216 3.854 3.374
C 1.315 1.715 3.249
C -3.948 -0.840 1.330
C -0.623 -3.490 -3.771
C 0.538 5.407 -3.418
C 2.308 3.668 2.293
C 2.623 1.990 -0.984
C 2.699 0.071 -3.666
C -3.106 2.084 3.188
C -4.681 0.039 0.438
C 4.462 -1.726 -1.967
C -6.295 1.673 -1.177
C -2.111 3.528 1.573
C 2.060 3.942 -2.333
C -6.870 0.760 -0.272
C 2.856 -3.187 0.719
C -2.809 -2.217 -1.836
C 2.089 -3.356 4.742
C 0.992 3.204 -1.801
C -0.319 3.579 -2.083
C -0.025 -3.816 0.428
C -0.551 -0.486 -3.758
C -6.071 -0.038 0.515
C 1.845 5.049 -3.140
C 1.336 -2.011 -1.760
C 1.978 -5.076 -1.425
C -1.126 3.248 3.760
C 3.119 -1.366 4.008
C -4.045 0.954 -0.495
C -0.531 4.676 -2.895
C 1.142 -2.590 3.820
C 3.451 -2.822 4.305
C 3.019 -2.796 -4.335
H -0.823 -4.374 -3.165
H 0.394 1.143 3.339
H -1.139 3.003 -1.674
H 0.058 4.770 2.798
H -1.169 3.812 1.107
H 3.049 -3.844 -4.041
H -0.978 2.491 4.536
H 3.771 -0.920 3.254
H 3.949 -2.561 -4.858
H 0.177 -2.369 4.285
H 2.958 3.017 1.718
H -4.485 2.450 -1.982
H 3.172 -0.754 4.919
H 1.750 1.841 4.259
H 4.429 -1.359 -0.945
H -1.492 -3.315 -4.407
H -6.949 2.285 -1.782
H -3.667 1.629 2.375
H 5.198 -1.142 -2.523
H -3.395 -2.193 -0.917
H 4.225 -2.932 5.066
H 2.054 -5.882 -0.693
H 0.223 -3.728 -4.415
H -6.535 -0.735 1.201
H 2.205 -2.678 -5.053
H 1.240 -5.364 -2.171
H -2.705 3.017 0.820
H 0.716 4.163 4.316
H 2.851 3.975 3.206
H 3.781 -3.321 3.394
H 0.179 -4.647 1.107
H 2.673 5.611 -3.549
H 2.021 0.749 -3.156
H 0.962 -3.134 2.891
H -3.203 -1.448 -2.508
H 3.688 0.535 -3.690
H 2.011 1.127 2.655
H -0.348 -2.965 1.031
H -0.868 -4.097 -0.199
H -0.319 0.457 -3.259
H -4.606 -1.524 1.907
H 1.900 -3.102 5.787
H 2.695 -2.267 1.283
H 4.831 -2.750 -1.923
H 0.345 6.260 -4.054
H 2.640 0.119 -0.351
H -1.602 -0.459 -4.049
H -2.899 1.317 3.935
H -1.544 4.973 -3.133
H 0.041 -0.531 -4.672
H 2.361 -0.008 -4.699
H 2.940 -5.000 -1.934
H -2.953 -3.195 -2.307
H 2.808 -4.020 1.423
H 4.148 0.695 -0.787
H -1.722 4.059 4.228
H -3.743 2.859 3.653
H 1.993 -4.435 4.630
H 2.102 4.564 1.705
H -2.646 4.442 1.890
H 3.860 -3.168 0.310